# 1
Computed, not measured: a 8-piece molecular cluster, C8H32O8 overall at a distorted geometry, with ωB97M-V with the def2-TZVPD basis set.

```
48
Properties=species:S:1:pos:R:3:lowdin_charge:R:1
H 6.302 6.025 4.883 0.071
H -2.817 7.584 2.799 0.074
O 5.495 5.980 5.401 -0.103
H -3.051 5.960 3.003 0.079
H 3.650 5.794 4.494 0.077
H 0.872 -5.445 1.856 0.070
H 4.936 6.445 3.413 0.078
C -8.117 -0.083 -1.732 -0.179
O -1.742 -6.120 -3.853 -0.113
H 6.074 0.715 3.354 0.077
H -3.022 -4.752 -2.906 0.075
H 2.681 -1.034 -8.714 0.067
H -8.555 -0.966 -1.266 0.075
H 4.237 7.409 4.623 0.069
H -3.635 -5.487 -4.203 0.076
H -0.819 -0.412 1.762 0.075
H 0.517 -6.743 2.931 0.076
O -1.385 6.494 1.834 -0.108
O 1.022 -7.289 0.999 -0.122
H -0.710 -6.225 1.787 0.071
H 2.559 -1.305 -5.852 0.079
H -9.180 -0.439 -3.245 0.072
O -8.264 -0.176 -3.130 -0.119
H -8.715 0.745 -1.352 0.071
H -1.613 6.789 3.792 0.079
H 6.617 -0.922 3.782 0.080
C 2.740 -1.646 -6.871 -0.155
O 2.750 -0.607 -7.857 -0.134
H 5.942 -0.665 2.231 0.074
H -1.812 0.883 1.378 0.073
H -2.271 -4.269 -4.470 0.080
H -1.182 7.342 1.432 0.081
C -2.671 -5.094 -3.880 -0.196
H -0.874 0.172 0.067 0.074
H 3.675 -2.207 -6.867 0.069
H -1.913 -6.748 -4.559 0.078
C -2.231 6.671 2.902 -0.206
C -0.840 0.466 1.116 -0.181
H 3.954 -0.168 3.293 0.082
H -7.083 0.091 -1.432 0.081
O 0.244 1.305 1.455 -0.113
C 5.845 -0.348 3.270 -0.213
C 4.563 6.386 4.436 -0.192
C 0.358 -6.406 1.907 -0.165
H -0.095 2.195 1.331 0.071
H 0.988 -6.934 0.108 0.070
H 1.959 -2.309 -7.242 0.073
O 4.617 -0.652 3.790 -0.101
```

Output
- Kohn-Sham gap (eV) = 10.575
- LUMO level (eV) = 0.43
- net charge = 0
- HOMO energy (eV) = -10.15
- ΔE to the lowest compared entry with this formula, charge and spin (kcal/mol) = 120.1
- F_max (eV/Å) = 2.11
- SMILES = CO.CO.CO.CO.CO.CO.CO.CO


# 2
Computed, not measured: a 2-piece molecular cluster, C5H8N2O3 overall at a distorted geometry, with ωB97M-V with the def2-TZVPD basis set.

```
18
Properties=species:S:1:pos:R:3:lowdin_charge:R:1
C -0.237 2.031 -0.056 -0.295
H 2.217 -0.111 -0.705 0.114
H 2.769 1.323 2.610 0.097
O 0.087 0.077 2.983 0.094
H -1.727 1.303 1.594 0.144
N 1.316 0.134 -0.301 0.117
C 0.164 0.471 1.839 -0.433
H -1.644 0.297 -0.365 0.201
H 3.595 0.777 1.126 0.088
C 1.201 1.576 -0.081 -0.138
O -1.475 0.788 -1.447 -0.138
H 1.970 2.260 -0.438 0.164
C 1.455 0.651 1.058 -0.372
N -0.872 1.020 1.128 0.119
C 2.755 0.579 1.804 0.000
H -0.831 0.201 -1.862 0.028
H 2.883 -0.417 2.246 0.096
O -0.628 3.163 -0.209 0.113
```

Output
- Kohn-Sham gap (eV) = 10.602
- LUMO level (eV) = 0.55
- net charge = 0
- HOMO energy (eV) = -10.05
- ΔE to the lowest compared entry with this formula, charge and spin (kcal/mol) = 56.0
- F_max (eV/Å) = 5.16
- SMILES = C[C@]12N[C@H]1C(=O)NC2=O.O


# 3
Computed, not measured: a 11-piece molecular cluster, C29H86N16O11 overall at a distorted geometry, with ωB97M-V with the def2-TZVPD basis set.

```
142
Properties=species:S:1:pos:R:3:lowdin_charge:R:1
H -15.627 -19.200 10.035 0.123
H -8.807 -21.485 7.121 0.139
H -14.114 -18.353 18.534 0.084
H -9.900 -16.891 12.809 0.082
H -9.770 -16.093 15.047 0.118
H -7.522 -23.494 7.261 0.075
O -8.528 -20.499 9.419 -0.198
N -12.820 -19.959 15.136 0.164
H -17.720 -20.638 10.693 0.070
H -8.959 -18.244 19.693 0.042
C -16.262 -21.086 8.402 -0.073
H -12.545 -16.533 17.392 0.073
C -7.689 -20.188 8.344 -0.216
O -15.693 -16.934 18.285 -0.195
C -16.432 -17.836 17.440 -0.180
C -13.898 -19.229 14.738 -0.708
H -9.193 -18.589 13.205 0.092
H -15.540 -13.297 14.728 0.049
H -13.423 -18.054 10.381 0.082
H -11.032 -16.495 21.588 0.087
C -7.756 -21.388 7.401 -0.428
H -19.104 -17.065 15.357 0.071
H -13.075 -20.904 15.357 0.087
H -12.219 -13.450 18.232 0.081
O -13.856 -20.071 10.075 -0.188
N -7.189 -12.340 14.988 0.151
H -18.685 -18.559 15.884 0.072
C -12.988 -12.886 15.216 -0.055
H -9.752 -18.856 9.694 0.083
H -15.665 -18.412 16.911 0.109
N -11.571 -17.138 21.047 0.150
H -10.581 -22.824 14.842 0.116
C -10.373 -10.890 17.588 -0.175
H -11.896 -19.556 15.131 0.072
H -10.082 -10.514 18.577 0.130
H -9.093 -14.497 16.408 0.056
H -9.632 -11.551 17.138 0.094
H -7.566 -22.974 8.944 0.074
N -9.570 -17.839 20.403 0.141
H -11.758 -7.866 16.899 0.073
C -10.902 -18.104 20.343 -0.670
O -11.539 -11.672 17.820 -0.212
C -11.310 -12.894 18.467 -0.116
O -11.477 -18.956 19.660 0.018
H -8.087 -13.193 16.965 0.085
H -9.054 -9.870 15.303 0.060
H -14.282 -13.876 12.073 0.122
H -15.301 -20.887 7.914 0.072
C -11.828 -16.319 16.594 -0.021
H -10.630 -18.210 16.947 0.121
H -9.651 -20.225 17.704 0.064
H -6.119 -22.662 7.973 0.074
H -8.100 -18.667 10.278 0.090
C -8.215 -13.252 14.966 -0.681
C -10.555 -17.132 16.776 -0.413
H -14.019 -16.768 19.406 0.074
H -12.100 -8.859 18.049 0.074
H -8.149 -19.360 7.797 0.128
N -11.301 -8.535 17.509 0.031
C -9.543 -9.153 15.963 -0.072
H -14.309 -17.438 13.919 0.097
H -12.462 -16.002 11.576 0.071
C -18.200 -17.658 15.491 -0.060
H -11.939 -12.922 14.925 0.081
H -10.911 -18.372 12.672 0.083
H -13.992 -14.924 13.558 0.109
H -11.498 -9.925 15.990 0.129
H -9.200 -19.684 11.200 0.068
H -12.013 -14.728 10.684 0.082
N -6.994 -21.150 6.157 0.020
O -8.582 -21.611 15.734 0.000
H -15.149 -18.116 19.817 0.092
N -15.211 -12.521 14.152 0.035
N -13.575 -18.007 14.307 0.181
N -9.710 -16.440 17.734 0.074
H -5.798 -18.013 19.365 0.110
O -12.277 -14.250 12.726 -0.193
C -13.145 -19.053 10.739 -0.123
C -11.827 -15.118 11.696 -0.103
N -6.550 -20.186 17.214 0.196
H -12.367 -16.406 15.657 0.056
O -10.657 -17.796 14.435 -0.262
H -17.811 -16.313 17.090 0.131
O -7.876 -19.000 18.594 -0.033
H -11.188 -12.749 19.545 0.089
C -17.230 -17.014 16.478 -0.415
C -13.673 -14.065 12.959 -0.176
H -6.022 -21.343 6.370 0.058
H -13.270 -12.008 15.799 0.072
H -16.804 -20.146 8.313 0.075
C -8.930 -19.374 10.195 -0.095
H -11.152 -20.982 17.439 0.082
C -14.675 -17.540 19.008 -0.142
C -9.700 -21.681 16.262 -0.652
H -6.927 -11.918 14.116 0.106
H -4.684 -19.006 18.510 0.105
N -10.667 -22.486 15.786 0.152
H -15.330 -20.142 11.572 0.122
C -6.743 -19.245 18.139 -0.647
H -13.195 -13.687 15.931 0.062
C -15.236 -20.118 10.485 -0.191
H -10.753 -15.279 11.673 0.077
H -11.502 -22.642 16.315 0.098
H -17.830 -22.224 10.337 0.064
H -8.844 -16.962 17.852 0.058
C -7.209 -22.706 7.947 -0.069
N -5.625 -18.683 18.634 0.165
H -15.754 -15.924 16.519 0.050
H -13.240 -19.101 11.825 0.067
H -16.794 -15.245 15.500 0.056
H -5.586 -20.287 16.955 0.110
O -8.702 -13.753 13.964 0.021
H -15.193 -22.137 10.079 0.140
H -7.368 -20.643 16.829 0.061
H -8.797 -8.827 16.693 0.076
H -8.945 -17.682 15.516 0.134
H -12.096 -19.069 10.440 0.068
H -12.629 -17.650 14.378 0.057
H -10.192 -16.718 18.583 0.043
H -9.769 -8.280 15.350 0.071
H -13.324 -12.019 13.335 0.132
C -13.786 -12.824 13.910 -0.413
H -7.259 -21.890 5.517 0.065
C -15.926 -21.357 9.874 -0.404
H -6.667 -20.057 8.716 0.134
H -17.604 -17.924 14.621 0.073
H -12.565 -17.205 21.187 0.094
N -10.153 -21.046 17.391 0.177
H -15.778 -12.759 13.339 0.061
H -10.473 -13.457 18.046 0.057
C -10.048 -17.913 13.160 -0.063
H -17.064 -18.599 17.904 0.135
H -6.807 -12.151 15.893 0.087
O -15.022 -19.720 14.820 0.001
H -16.698 -21.930 7.870 0.071
N -8.537 -13.681 16.213 0.156
H -9.282 -17.197 21.110 0.096
N -16.300 -16.114 15.675 0.043
C -10.763 -9.657 16.757 -0.432
H -11.607 -15.262 16.750 0.056
C -9.881 -17.120 15.411 -0.187
N -17.190 -21.492 10.603 0.017
```

Output
- Kohn-Sham gap (eV) = 8.838
- LUMO level (eV) = 0.23
- net charge = 0
- HOMO energy (eV) = -8.61
- ΔE to the lowest compared entry with this formula, charge and spin (kcal/mol) = 82.1
- F_max (eV/Å) = 2.81
- SMILES = COC[C@H](C)N.COC[C@H](C)N.COC[C@H](C)N.COC[C@H](C)N.COC[C@H](C)N.COC[C@H](C)N.NC(N)=O.NC(N)=O.NC(N)=O.NC(N)=O.NC(N)=O


# 4
Computed, not measured: a 7-piece molecular cluster, C42H105N7O14 overall at a distorted geometry, with ωB97M-V with the def2-TZVPD basis set.

```
168
Properties=species:S:1:pos:R:3:lowdin_charge:R:1
H 5.002 -0.428 6.279 0.119
H -9.008 2.572 8.416 0.115
H -8.884 -3.169 -1.304 0.099
H -6.800 -2.500 0.020 0.131
H 1.898 -0.378 1.125 0.094
H -4.794 3.754 7.016 0.111
H -7.949 -0.252 8.907 0.123
H -0.597 -3.764 -7.505 0.076
H -3.778 -0.490 0.083 0.074
H 4.671 0.851 -3.748 0.105
O -5.934 -4.072 1.121 -0.189
H 8.846 0.431 -3.062 0.119
H 3.130 -4.759 -3.933 0.117
H 1.137 -4.460 -5.975 0.097
C 5.938 0.441 -0.368 -0.241
H 3.270 2.894 -5.646 0.126
H 2.434 -0.599 -2.952 0.069
C 2.008 -1.833 -6.798 -0.233
C -10.475 -4.097 -0.433 -0.229
C 4.559 -0.001 -0.630 -0.205
C -11.069 1.998 9.686 -0.133
H 3.755 4.743 1.907 0.076
C 4.970 1.026 -5.893 -0.178
H 0.760 -4.431 -1.849 0.094
H 5.821 0.432 -6.228 0.111
O -10.190 1.119 9.043 -0.169
H -4.340 2.185 7.554 0.117
H -11.992 1.528 10.024 0.086
C 3.412 1.101 3.099 -0.185
H -4.344 -3.239 0.144 0.083
C -11.304 -3.558 -1.528 -0.222
C 2.139 -4.316 -4.067 -0.182
H 4.004 -1.962 -2.368 0.064
H 4.260 0.225 -1.657 0.103
O -5.083 2.258 5.591 -0.210
N 1.656 -2.509 -5.590 -0.067
C 4.324 0.354 -4.658 -0.195
N 5.340 2.420 -5.621 -0.064
H -6.432 -4.112 -0.820 0.130
H 10.570 2.448 -2.227 0.085
H -3.601 3.463 4.879 0.089
O -10.851 -3.960 -2.839 -0.209
H -11.339 -2.466 -1.523 0.125
O 0.004 0.650 -1.442 -0.219
H 1.872 -1.772 -8.868 0.122
H -3.895 -4.260 1.497 0.088
C 0.765 0.934 -0.273 -0.201
H -8.261 0.373 7.304 0.122
H -4.616 -2.723 1.851 0.080
N -9.203 -3.355 -0.359 -0.041
C 4.637 4.204 1.555 -0.109
H 3.861 0.473 0.060 0.097
O 4.403 -1.406 -0.353 -0.184
O 3.237 5.411 -5.307 -0.194
H -0.635 -1.449 2.751 0.105
H 8.298 1.513 -0.676 0.112
H 3.748 7.287 -4.667 0.085
H 1.861 1.065 -3.303 0.076
C 2.003 -3.938 -5.561 -0.180
C -4.654 -3.559 1.143 -0.141
H 3.845 0.397 2.385 0.109
O 1.899 -3.308 -3.054 -0.209
C 4.280 0.267 6.712 -0.213
C 3.363 0.817 5.591 -0.202
H 2.174 -2.097 -4.827 0.061
H 5.550 0.258 8.958 0.090
C 5.967 0.932 8.208 -0.123
H 1.545 -0.842 -6.770 0.122
C 1.178 -0.448 0.307 -0.182
O 0.035 -1.965 -8.294 -0.173
H 2.471 7.155 -5.975 0.085
H 2.681 2.977 2.337 0.109
C -0.579 -0.609 2.052 -0.192
H -3.182 0.792 -0.920 0.079
H -10.658 2.434 10.603 0.084
H 6.889 0.696 7.673 0.090
H -2.365 0.531 2.839 0.103
C 4.382 4.625 -5.569 -0.258
H 10.448 2.042 -0.622 0.069
H 0.063 0.121 2.550 0.100
H 6.700 -0.720 -1.783 0.076
C -7.921 0.656 8.303 -0.202
H 9.300 -1.071 -2.192 0.124
H 1.786 -3.381 -8.188 0.114
C -3.895 2.414 4.842 -0.119
H -3.126 1.713 5.192 0.080
H 4.561 -0.711 -4.580 0.113
H 1.635 1.468 -0.679 0.107
C 1.398 -2.363 -8.082 -0.226
H 6.390 0.052 0.554 0.122
H 2.836 -4.266 -6.192 0.114
H -11.252 -2.219 -3.830 0.089
H -0.790 -2.438 -6.384 0.075
C -8.140 -4.117 0.365 -0.208
H -1.058 2.385 -1.466 0.086
C 4.584 -2.268 -1.499 -0.075
N 6.866 0.225 -1.466 -0.064
C -0.876 -2.711 -7.436 -0.085
N -0.014 -1.134 0.794 -0.042
H -3.972 1.987 3.841 0.069
H 4.294 -3.279 -1.219 0.076
H -12.436 -3.615 -4.143 0.089
C -6.771 -3.590 0.080 -0.229
H -11.012 -3.943 0.506 0.123
C 1.749 -3.958 -1.819 -0.127
C 10.961 1.704 -1.527 -0.097
H 5.210 4.979 -4.946 0.131
N 4.036 0.612 4.332 -0.084
H 6.244 1.842 8.749 0.085
C -6.551 2.493 7.438 -0.203
H 4.570 4.601 -6.647 0.126
H 4.381 4.096 0.496 0.081
H 4.177 6.916 -6.373 0.081
H -2.634 -1.026 1.987 0.102
H 3.220 1.887 5.775 0.109
C 2.073 0.081 -3.728 -0.097
O 10.589 0.363 -1.888 -0.201
H -8.186 -5.193 0.180 0.118
C -2.035 -0.112 2.025 -0.161
H 8.338 -0.142 -0.121 0.113
O 4.940 1.358 7.344 -0.204
C 8.273 0.480 -1.021 -0.182
H -11.353 2.867 9.083 0.086
H 0.310 1.618 0.447 0.117
H 3.513 3.143 3.819 0.121
C -0.423 1.818 -2.149 -0.103
H 4.039 3.224 -4.083 0.125
H 12.038 1.774 -1.409 0.085
H -6.896 3.281 8.112 0.110
H 0.416 2.435 -2.486 0.075
H 5.029 0.788 4.356 0.116
N -6.564 1.207 8.125 -0.073
H 1.736 -1.057 -0.405 0.091
H -0.934 1.592 -3.084 0.092
C -8.882 1.625 8.952 -0.262
H 1.469 -5.170 -3.939 0.113
H 5.856 2.885 -6.352 0.101
H 2.364 0.798 3.135 0.099
H -1.903 -2.556 -7.759 0.081
H -12.298 -4.015 -1.512 0.126
H -4.184 1.274 0.462 0.084
H 1.154 -0.408 -4.051 0.095
C 3.426 6.803 -5.589 -0.091
C 9.235 0.014 -2.129 -0.200
H 3.641 -0.222 7.452 0.116
C -11.416 -3.298 -3.909 -0.145
H -0.690 -1.019 0.047 0.094
C 3.555 2.595 2.873 -0.206
H 5.495 4.871 1.616 0.083
O 4.774 2.920 2.184 -0.182
O -2.154 0.589 0.757 -0.237
H -7.221 2.361 6.590 0.128
O 2.909 0.416 -4.817 -0.222
H -6.204 1.280 9.071 0.104
H 5.657 -2.348 -1.687 0.077
H -10.773 -3.604 -4.739 0.089
H -8.432 1.874 9.922 0.127
H 1.552 -3.221 -1.039 0.081
C -3.450 0.551 0.109 -0.063
H -8.290 -4.001 1.440 0.122
H 3.098 -1.733 -6.749 0.123
C 4.207 3.187 -5.162 -0.240
H 2.527 -4.675 -1.556 0.089
H -10.443 -5.187 -0.535 0.122
H 4.270 1.017 -6.734 0.115
H 2.392 0.329 5.686 0.114
H 5.969 1.514 -0.144 0.117
C -5.108 2.706 6.980 -0.180
```

Output
- Kohn-Sham gap (eV) = 8.964
- LUMO level (eV) = 0.55
- net charge = 0
- HOMO energy (eV) = -8.42
- ΔE to the lowest compared entry with this formula, charge and spin (kcal/mol) = 90.9
- F_max (eV/Å) = 2.65
- SMILES = COCCNCCOC.COCCNCCOC.COCCNCCOC.COCCNCCOC.COCCNCCOC.COCCNCCOC.COCCNCCOC


# 5
Computed, not measured: CHNaO2 as an isolated structure at a distorted geometry, with ωB97M-V with the def2-TZVPD basis set.

```
5
Properties=species:S:1:pos:R:3:lowdin_charge:R:1
Na 2.583 -0.002 -0.773 0.906
O 0.280 -0.048 0.135 -0.043
C -0.760 0.736 -0.076 -0.217
O -1.810 0.227 0.226 0.123
H -0.292 -0.912 0.489 0.231
```

Output
- Kohn-Sham gap (alpha / beta) (eV) = 9.475 / 10.347
- LUMO level (alpha / beta) (eV) = -5.22 / -6.28
- net charge = +1
- 2S+1 = 2
- HOMO energy (alpha / beta) (eV) = -14.69 / -16.63
- ΔE to the lowest compared entry with this formula, charge and spin (kcal/mol) = 18.2
- F_max (eV/Å) = 3.98


# 6
Computed, not measured: an isolated molecule of C5H3NO, with ωB97M-V with the def2-TZVPD basis set.

```
10
Properties=species:S:1:pos:R:3:lowdin_charge:R:1
H -0.249 -1.633 0.039 0.130
H 0.009 -0.599 -1.380 0.148
C 0.189 -0.681 -0.288 -0.217
C 2.781 -0.447 0.258 0.124
C 1.616 -0.561 -0.008 -0.155
N -3.161 2.250 0.125 0.191
O -1.842 0.171 0.306 0.003
C -2.584 1.263 0.279 -0.327
C -0.532 0.536 0.176 0.072
H 3.819 -0.365 0.492 0.031
```

Output
- Kohn-Sham gap (eV) = 9.564
- LUMO level (eV) = -0.61
- net charge = 0
- HOMO energy (eV) = -10.18
- ΔE to the lowest compared entry with this formula, charge and spin (kcal/mol) = 119.8
- F_max (eV/Å) = 0.86


# 7
Computed, not measured: an isolated ion of composition C7H13N4O2S and charge +1 at a distorted geometry, with ωB97M-V with the def2-TZVPD basis set.

```
27
Properties=species:S:1:pos:R:3:lowdin_charge:R:1
N 0.065 -2.051 0.887 0.118
N 0.155 1.143 -1.507 0.130
C -0.812 -2.874 1.679 -0.851
H -0.992 1.948 0.835 0.065
H 0.265 1.442 2.040 0.154
H -1.989 1.219 -1.366 0.136
C 2.611 2.558 -1.634 0.030
C -1.137 0.583 -1.732 -0.170
H 3.555 2.512 -2.048 0.067
O 2.347 1.412 -0.747 -0.004
N -1.787 -2.237 2.358 0.142
C 0.137 -0.733 0.682 -0.462
H -0.280 -0.996 -2.834 0.045
S -0.514 -4.471 1.496 0.751
C -1.119 -0.549 -2.451 0.044
O -0.868 -0.117 1.037 0.018
N 1.226 -0.165 0.217 0.250
H -1.950 -1.260 2.560 0.112
H -2.080 -0.936 -2.711 0.060
H 0.545 -2.758 0.315 0.114
H -1.557 1.422 2.391 0.093
H 1.842 2.508 -2.408 0.084
H 2.385 3.538 -1.035 0.142
H 2.066 -0.671 0.235 0.158
C 1.157 0.927 -0.792 -0.422
H -2.452 -2.681 2.899 0.089
C -0.819 1.287 1.632 0.106
```

Output
- Kohn-Sham gap (eV) = 8.735
- LUMO level (eV) = -3.63
- net charge = +1
- HOMO energy (eV) = -12.37
- ΔE to the lowest compared entry with this formula, charge and spin (kcal/mol) = 27.4
- F_max (eV/Å) = 5.86
- SMILES = C=C/N=C(\N/C(=[NH+]/C(N)=S)OC)OC